(1)
Here is a single C4H12NO molecule at a distorted geometry from the Open Molecules 2025 dataset. Energies are from ωB97M-V/def2-TZVPD.

Geometry as XYZ:
```
18
Properties=species:S:1:pos:R:3:forces:R:3:nbo_charge:R:1
O -0.229895 -1.079836 -1.719923 0.858 -0.341 0.603 -0.7381
N 1.832279 0.221261 -0.136727 -0.362 -1.273 -0.646 -1.0708
C -1.409825 -0.244540 0.249964 0.479 1.864 -0.368 -0.4219
C 0.951089 0.903307 0.838203 -1.322 3.137 0.982 -0.3365
C -0.582724 1.130574 0.421359 0.954 -2.581 0.210 -0.4033
C -0.734303 -1.423793 -0.429954 -1.323 0.695 1.112 -0.1114
H 2.242000 -0.686168 0.217850 -0.653 -0.144 0.015 0.3097
H -0.965004 -0.794233 -2.279376 0.071 -0.115 0.281 0.4829
H -1.754305 -0.586286 1.228479 -0.115 0.116 -0.038 0.2098
H 2.796749 0.627589 -0.465996 -0.805 0.838 0.190 0.2092
H -1.511442 -2.161645 -0.516218 -0.353 -0.631 -0.321 0.1774
H 0.930871 0.484017 1.857264 0.553 -0.218 -0.700 0.2211
H 1.359993 1.955881 0.917797 -0.248 -1.118 0.168 0.2176
H -1.096940 1.667328 1.222094 0.355 0.132 0.045 0.2197
H -0.655738 1.733763 -0.474353 0.107 0.012 -0.259 0.2066
H 1.189815 0.033966 -0.946738 1.134 -0.316 0.002 0.4388
H -0.103068 -1.834435 0.383921 1.053 0.070 -1.529 0.1958
H -2.259553 0.053251 -0.367646 -0.382 -0.127 0.253 0.1935
```
Forces are in eV/Å.

Output
**Expectation value of S²**: 0.75
**Molar mass**: 90.15 g mol⁻¹
**Spin multiplicity**: 2
**Highest occupied orbital energy (alpha / beta)**: -3.37 / -11.16 eV
**Net charge**: 0
**Total energy**: -289.4374 hartree
**Orbital gap (alpha / beta)**: 4.00 / 11.64 eV
**Energy above the lowest of the compared OMol25 structures with the same formula, charge and spin**: 2.5240 eV

---

(2)
Here is a single C2H7NO2S2 molecule at a distorted geometry from the Open Molecules 2025 dataset. Energies are from ωB97M-V/def2-TZVPD.

Geometry as XYZ:
```
14
Properties=species:S:1:pos:R:3:forces:R:3:nbo_charge:R:1
S 3.122179 0.487591 -0.871831 0.629 0.152 -0.345 -0.3691
S 1.907050 -0.748624 -0.173572 -2.050 1.766 1.501 1.2090
O 0.690296 0.351326 0.603677 1.733 -0.853 0.089 -0.8357
O 2.413084 -1.330502 1.235271 0.546 0.269 1.051 -0.8835
N -1.374166 0.757654 -0.627901 2.180 2.109 -2.118 -0.6149
C -1.500607 -0.643116 -0.829796 -5.455 0.284 0.618 -0.4117
C -0.618433 1.000958 0.503051 -0.713 -1.070 3.248 0.1091
H -0.438049 2.071207 0.713764 -0.060 -0.553 -0.329 0.1946
H -0.829524 1.236621 -1.404917 -1.174 -0.930 0.773 0.3537
H -0.718322 -1.261749 -0.603699 2.349 -1.350 0.179 0.1783
H -1.220049 0.515319 1.404288 1.186 1.119 -1.482 0.1588
H -1.936505 -0.782746 -1.820118 0.238 -0.466 0.082 0.2092
H 2.852501 -0.732792 1.925420 -0.873 -0.487 -1.743 0.5169
H -2.349461 -0.921153 -0.053641 1.465 0.012 -1.524 0.1852
```
Forces are in eV/Å.

Output
**Molar mass**: 141.22 g mol⁻¹
**Spin multiplicity**: 1
**Highest occupied orbital energy**: -9.26 eV
**Net charge**: 0
**Total energy**: -1081.9095 hartree
**Orbital gap**: 9.42 eV
**Energy above the lowest of the compared OMol25 structures with the same formula, charge and spin**: 3.4704 eV

---

(3)
Here is a molecular structure, C6H10ClN4O2 at a distorted geometry from the Open Molecules 2025 dataset. Energies are from ωB97M-V/def2-TZVPD.

Geometry as XYZ:
```
23
Properties=species:S:1:pos:R:3:forces:R:3:nbo_charge:R:1
Cl -0.228237 -3.011948 0.421263 0.233 -1.096 0.380 0.0547
O -2.422538 -1.884549 -0.405078 -1.777 -0.179 -0.460 -0.4044
O -2.640708 2.071979 0.680527 -1.110 0.800 -0.330 -0.4665
N -0.895026 0.643652 0.734334 -0.135 0.035 -2.740 -0.5055
N -1.809383 1.135566 -1.353486 -0.030 0.089 0.401 -0.0698
N 1.110620 -0.387547 -0.339211 0.023 -0.088 3.807 -0.4137
N -0.896258 0.328728 -1.507175 0.451 -0.224 -0.974 -0.1475
C -0.383891 -0.168116 -0.261268 -1.109 -2.916 0.561 0.3476
C -1.293380 -1.856167 -0.220175 2.957 3.093 0.549 0.5187
C 1.766524 0.956355 -0.202957 0.913 1.091 -2.509 -0.4384
C 1.469022 -1.020607 -1.583519 1.662 -1.108 -2.649 -0.4658
C -1.908156 1.378540 0.077340 0.286 0.268 1.505 0.7040
C -0.907782 0.598871 2.144447 0.190 0.975 1.536 -0.4380
H 1.179991 -2.088855 -1.600872 0.161 0.668 0.183 0.2469
H 2.736831 0.907093 0.231174 0.604 -0.511 0.652 0.2482
H -0.750906 -0.376991 2.532599 0.722 -0.942 0.257 0.2180
H 1.415936 -1.017894 0.584627 -1.058 1.784 -3.021 0.4794
H 1.139366 1.617424 0.329806 -0.561 0.509 0.785 0.2417
H -1.914024 0.818349 2.467370 -0.332 0.377 0.067 0.2653
H -0.242924 1.374495 2.606360 -0.384 -0.858 -0.377 0.2278
H 0.864454 -0.504978 -2.404911 1.410 -0.643 1.026 0.2840
H 1.978109 1.463944 -1.218084 -0.780 -1.233 1.258 0.2569
H 2.632349 -0.977344 -1.713100 -2.336 0.109 0.091 0.2565
```
Forces are in eV/Å.

Output
**Molar mass**: 205.63 g mol⁻¹
**Spin multiplicity**: 1
**Highest occupied orbital energy**: -13.85 eV
**Net charge**: +1
**Total energy**: -1063.9569 hartree
**Orbital gap**: 8.93 eV
**Energy above the lowest of the compared OMol25 structures with the same formula, charge and spin**: 3.0819 eV

---

(4)
Here is a single C4H4Cl3NSi molecule at a distorted geometry from the Open Molecules 2025 dataset. Energies are from ωB97M-V/def2-TZVPD.

Geometry as XYZ:
```
13
Properties=species:S:1:pos:R:3:forces:R:3:nbo_charge:R:1
Cl 1.961322 -2.103539 -1.991783 0.191 -0.288 -0.842 -0.3219
Cl 1.579768 -2.872436 1.119293 -0.146 0.056 0.234 -0.3114
Cl 2.996363 0.056891 0.310779 0.948 -0.082 0.348 -0.3486
Si 1.628304 -1.340956 -0.187562 -2.669 2.182 0.129 1.3568
N -2.237055 0.839837 -0.438894 2.153 -0.696 0.999 -0.3976
C 0.099205 0.125713 -0.314697 -1.547 -0.697 1.118 -0.6737
C -1.685630 1.110839 0.894752 0.383 -1.226 -1.932 -0.0645
C -0.430659 0.722285 1.028712 1.375 -0.900 -2.218 -0.2244
C -1.263992 0.261115 -1.082539 -0.206 0.145 0.116 0.0962
H 0.282571 0.906588 1.775805 0.354 0.145 1.324 0.2162
H -2.262210 1.462650 1.675394 -1.357 1.027 1.098 0.2048
H 0.831009 0.837079 -0.672360 -0.078 0.467 -0.620 0.2680
H -1.498995 -0.006066 -2.116901 0.597 -0.133 0.246 0.2001
```
Forces are in eV/Å.

Output
**Molar mass**: 200.53 g mol⁻¹
**Spin multiplicity**: 1
**Structure (SMILES)**: Cl[Si](Cl)(Cl)[C@@H]1C=CN=C1
**Highest occupied orbital energy**: -9.43 eV
**Net charge**: 0
**Total energy**: -1879.7426 hartree
**Orbital gap**: 9.67 eV
**Energy above the lowest of the compared OMol25 structures with the same formula, charge and spin**: 0.0000 eV

---

(5)
Here is a single C3H10NO3P molecule at a distorted geometry from the Open Molecules 2025 dataset. Energies are from ωB97M-V/def2-TZVPD.

Geometry as XYZ:
```
18
Properties=species:S:1:pos:R:3:forces:R:3:nbo_charge:R:1
P -1.067228 1.076399 0.795806 3.380 0.030 1.308 2.2194
O -1.670102 1.887035 -0.456560 0.962 -0.196 0.118 -0.9672
O -2.039742 -0.206918 0.739238 0.381 0.574 0.002 -0.9757
O -1.512210 1.936147 2.128358 0.741 -1.500 -2.073 -0.9389
N 0.771761 0.993870 0.973164 -7.219 1.020 1.600 -0.9631
C 1.371028 0.375676 -0.130468 -0.276 0.026 -1.478 -0.2561
C 1.207129 -1.135765 -0.282223 -0.055 -0.836 1.357 -0.4189
C 0.096502 -1.681141 -1.198994 1.166 -1.177 0.660 -0.6123
H -0.672978 -0.963709 -1.159170 -1.360 0.548 -0.625 0.1991
H -0.575081 2.104365 2.287189 0.663 0.897 1.433 0.5088
H 0.957972 -1.583797 0.721443 1.113 0.549 -0.601 0.1927
H -0.967519 2.499948 -0.766878 -0.607 -0.341 0.146 0.5186
H 2.143451 -1.460388 -0.701664 0.543 -0.785 0.395 0.2041
H -0.300855 -2.704970 -0.832634 0.733 1.663 -0.774 0.2057
H 0.590959 -1.757980 -2.168823 -0.892 -0.175 -0.293 0.2111
H 2.371498 0.786214 -0.098750 0.819 -0.797 0.021 0.2048
H -1.699120 -1.000646 1.181305 0.057 0.396 -0.034 0.5256
H 0.994534 0.835659 -1.030337 -0.150 0.104 -1.163 0.1423
```
Forces are in eV/Å.

Output
**Molar mass**: 139.09 g mol⁻¹
**Spin multiplicity**: 1
**Structure (SMILES)**: CCCN=P(O)(O)O
**Highest occupied orbital energy**: -8.31 eV
**Net charge**: 0
**Total energy**: -742.1333 hartree
**Orbital gap**: 8.75 eV
**Energy above the lowest of the compared OMol25 structures with the same formula, charge and spin**: 1.1536 eV

---

(6)
Here is a molecular structure, C16H20MnNOS at a distorted geometry from the Open Molecules 2025 dataset. Energies are from ωB97M-V/def2-TZVPD.

Geometry as XYZ:
```
40
Properties=species:S:1:pos:R:3:forces:R:3:nbo_charge:R:1
Mn -0.969491 -0.906194 0.192704 0.718 0.236 0.602 0.8113
S -1.052506 -3.062930 1.776130 0.334 -1.968 1.218 -0.3133
O 1.348749 0.498542 0.187994 0.710 0.477 0.431 -0.5533
N -3.528818 -4.523114 1.682193 3.367 1.437 0.388 -0.5515
C 2.847121 1.979243 0.640429 -0.358 -0.153 -0.184 -0.4573
C -2.753449 -0.105613 0.794212 0.100 0.808 1.907 -0.4044
C 2.682265 1.129112 -1.746618 0.071 0.112 -0.512 -0.6298
C -0.990015 1.216852 1.580301 -1.768 0.061 -0.929 -0.2768
C 1.911293 1.627032 -0.547302 0.320 -0.051 0.433 0.2835
C 0.883568 2.669888 -0.889372 -0.195 0.293 -0.314 -0.6292
C 2.305978 0.697707 1.257362 -0.292 -0.358 0.097 -0.0481
C -0.332583 -0.636735 -1.983386 -0.243 -1.084 -0.458 -0.3918
C -0.312417 -2.755788 -1.015931 -0.250 0.118 -1.712 -0.2798
C -1.678636 -2.353623 -1.161208 0.828 -0.166 -1.747 -0.3761
C -1.143233 0.121848 2.476559 -0.764 -0.098 -0.478 -0.3488
C -2.272628 -0.645787 2.055637 -0.986 2.203 -0.516 -0.2660
C 0.515321 -1.709210 -1.502312 -1.123 0.241 -0.481 -0.2851
C -2.454970 -3.987979 1.768763 -2.985 -0.740 -0.642 0.0780
C -1.975564 1.088605 0.526895 0.640 0.642 1.462 -0.3581
C -1.712382 -1.030437 -1.760863 1.445 -0.994 -0.197 -0.3181
H -3.622354 -0.465659 0.254995 0.091 0.206 0.153 0.2252
H 0.351506 3.019030 0.000696 0.101 -0.103 -0.200 0.2216
H 3.031193 -0.126024 1.273895 -0.193 0.063 0.225 0.1738
H 3.487283 1.838306 -1.982492 -0.156 -0.117 -0.090 0.1999
H -2.896945 -1.269648 2.672115 0.553 -0.682 -0.214 0.2438
H -2.596394 -0.482439 -2.068069 0.178 -0.097 0.125 0.2185
H -0.010165 0.180798 -2.635101 -0.157 -0.107 0.718 0.2138
H -2.217932 1.861532 -0.214044 0.393 -0.627 0.134 0.2207
H 0.041689 -3.761399 -0.785272 -0.223 0.605 0.384 0.2432
H -0.541742 -0.045106 3.368083 -0.249 -0.049 -0.223 0.2238
H 2.547740 2.881644 1.184667 0.257 -0.101 -0.188 0.2045
H -2.519862 -3.016509 -1.060870 -0.182 0.136 0.549 0.2505
H 1.595327 -1.791764 -1.621771 -0.340 0.260 0.274 0.2179
H -0.376332 2.097617 1.768756 0.134 -0.490 -0.311 0.2013
H 0.153786 2.271886 -1.607139 0.123 0.087 0.241 0.2276
H 3.909886 1.947089 0.400349 -0.046 0.290 0.085 0.1996
H 3.125269 0.146902 -1.543705 -0.076 0.234 -0.005 0.2243
H 2.016738 1.048633 -2.613960 0.238 -0.128 0.080 0.2155
H 1.811122 0.825099 2.227493 0.074 -0.279 -0.155 0.1882
H 1.392583 3.528592 -1.350814 -0.091 -0.118 0.048 0.2009
```
Forces are in eV/Å.

Output
**Expectation value of S²**: 3.82
**Molar mass**: 329.35 g mol⁻¹
**Spin multiplicity**: 4
**Highest occupied orbital energy (alpha / beta)**: -2.74 / -3.27 eV
**Net charge**: -1
**Total energy**: -2300.7532 hartree
**Orbital gap (alpha / beta)**: 5.42 / 5.94 eV